{"formula": "C18H19N5O4", "method": "ωB97M-V/def2-TZVPD", "elements": ["C", "C", "N", "H", "H", "H", "C", "C", "N", "H", "H", "H", "C", "C", "N", "H", "H", "H", "C", "C", "C", "C", "C", "C", "N", "O", "O", "H", "H", "H", "H", "H", "C", "C", "C", "C", "C", "C", "N", "O", "O", "H", "H", "H", "H", "H"], "positions_angstrom": [[-0.63717, 1.55271, -0.52765], [0.36492, 0.56938, -0.82600], [1.19729, -0.22349, -1.14814], [-0.46886, 2.61650, -0.69533], [-0.91815, 1.50301, 0.52434], [-1.59039, 1.32675, -1.00557], [2.35604, -1.83793, -4.10532], [3.67206, -2.54821, -4.28574], [4.71785, -3.07305, -4.37871], [1.57424, -2.54278, -3.82230], [2.02271, -1.44013, -5.06382], [2.43953, -1.16420, -3.25254], [-5.03244, 3.68887, -1.47032], [-4.18815, 3.09359, -0.49263], [-3.47939, 2.64474, 0.36325], [-6.06424, 3.56346, -1.14207], [-5.06056, 3.33806, -2.50193], [-4.96350, 4.77393, -1.39288], [0.83953, -3.58466, -1.11422], [1.96058, -4.13490, -0.57800], [2.26867, -5.47623, -0.69838], [1.30309, -6.32972, -1.31693], [0.10491, -5.75831, -1.78491], [-0.08613, -4.37503, -1.71993], [1.44136, -7.77410, -1.39911], [0.44700, -8.44927, -1.34441], [2.59137, -8.22761, -1.49977], [0.69618, -2.51421, -1.11162], [2.68510, -3.49945, -0.09049], [3.08780, -6.06264, -0.30907], [-0.57994, -6.42049, -2.29373], [-0.97844, -3.85327, -2.03291], [-0.44326, 3.24678, 5.34092], [-1.21973, 3.04339, 4.15791], [-1.01464, 3.89401, 3.03018], [0.08056, 4.78224, 3.00904], [0.75386, 5.00397, 4.17621], [0.51710, 4.25086, 5.34128], [0.32328, 5.59221, 1.83623], [-0.23817, 5.24021, 0.78516], [0.92012, 6.61773, 1.92963], [-0.58203, 2.62069, 6.20991], [-1.99422, 2.29656, 4.25188], [-1.53042, 3.88820, 2.08132], [1.56974, 5.71136, 4.15848], [1.13493, 4.43045, 6.20870]], "lumo_energy_ev": [-5.5, -9.4], "multiplicity": 2, "e_tot_ha": -1271.423081, "charge": 1, "orbital_gap_ha": [0.2209, 0.0788], "max_force_ha_per_bohr": 0.123, "s_squared": 0.77}